An isolated molecule of C6H12N2O. Source: OMol25; level of theory: ωB97M-V/def2-TZVPD.

Geometry (Å):
1 H 2.979167 1.817291 -0.476118
2 N 2.380861 1.563532 -1.313899
3 N 1.205714 1.648651 -1.042801
4 C 0.748078 1.817729 0.353500
5 C -0.684008 1.428563 0.627749
6 C -0.809577 -0.054598 0.786105
7 C -0.511593 -0.997455 -0.363087
8 C -0.701947 -2.443072 0.152490
9 C -0.319196 -0.663278 -1.642296
10 O -0.433982 -1.606849 -2.708376
11 H 0.899280 2.799234 0.757996
12 H 1.493380 1.432797 1.013393
13 H -1.333073 1.888139 -0.066794
14 H -1.081741 1.901391 1.594402
15 H -0.071781 -0.295346 1.629798
16 H -1.921247 -0.343156 1.212796
17 H -1.756194 -2.663909 0.352772
18 H -0.048782 -2.651830 1.034228
19 H -0.474993 -3.118758 -0.664104
20 H -0.225089 0.324409 -1.838079
21 H -0.735621 -2.361492 -2.296116

Cartesian forces, eV/Å:
H -0.08 -0.63 -0.20
N 1.38 0.98 0.39
N -1.79 -0.01 0.36
C 0.49 1.15 0.26
C 0.01 0.29 1.83
C -1.21 -1.25 1.65
C -0.76 -1.03 1.08
C 0.30 0.62 -0.91
C -1.47 -4.06 0.71
O 1.61 4.23 0.08
H -0.23 1.60 -0.91
H 0.45 -1.75 0.55
H -0.66 0.19 -1.37
H 1.05 -0.57 -1.03
H -1.12 -0.02 -0.84
H 2.66 0.64 -1.00
H 0.14 0.27 0.47
H -0.63 0.09 -0.71
H 0.51 -0.53 0.16
H 0.35 2.53 -1.66
H -1.02 -2.75 1.09

Computed properties:
gap between HOMO and LUMO	9.4	eV
SMILES	[H]/N=N\CCC/C(C)=C/O
HOMO	-8.538	eV

An isolated molecule of C6H6. Source: OMol25; level of theory: ωB97M-V/def2-TZVPD.

Geometry (Å):
1 C -2.019634 0.006630 -0.017406
2 C -0.677909 0.014090 0.033659
3 C 0.190559 -1.187800 -0.002444
4 C 1.476356 -0.743198 -0.014950
5 C 1.467308 0.722811 -0.003821
6 C 0.210455 1.169617 0.004358
7 H -2.626774 0.900679 -0.086959
8 H -2.541925 -0.949645 0.081019
9 H -0.183600 -2.195214 -0.006087
10 H 2.440919 -1.253979 -0.015203
11 H 2.372254 1.298777 0.042589
12 H -0.108010 2.217236 -0.014758

Cartesian forces, eV/Å:
C 0.39 -0.56 0.38
C -0.74 -0.36 -0.59
C 0.86 0.59 0.31
C -0.29 -0.15 0.08
C 0.28 -0.21 0.17
C -0.29 1.07 -0.06
H 0.14 0.04 0.08
H 0.07 0.34 -0.26
H 0.03 -0.16 0.00
H -0.63 -0.34 -0.07
H 0.12 0.28 -0.13
H 0.06 -0.55 0.09

Computed properties:
gap between HOMO and LUMO	8.6	eV
SMILES	C=C1C=CC=C1
HOMO	-8.586	eV

A cluster of 2 separate species, C7H16N in total. Source: OMol25; level of theory: ωB97M-V/def2-TZVPD.

Geometry (Å):
1 C -2.782243 -0.981762 -0.449949
2 C -2.544633 0.061879 0.259870
3 C -0.060083 2.181832 0.084748
4 C 0.976744 -0.343667 1.434459
5 C 0.313438 -1.506314 -0.442774
6 C 1.975768 0.174968 -0.621266
7 C -0.347835 0.767529 -0.352381
8 N 0.684305 -0.180162 0.002993
9 H -3.663805 -1.548306 -0.521210
10 H -1.869919 -1.365102 -1.082785
11 H -2.959401 0.757612 0.891264
12 H -1.039251 2.780379 -0.073743
13 H 0.244355 2.167200 1.202478
14 H 0.682568 2.526175 -0.529037
15 H 0.012745 -0.752392 1.885162
16 H 1.829070 -1.138495 1.563928
17 H 1.395919 0.592846 1.719999
18 H -0.513645 -1.856246 0.159698
19 H 0.138332 -1.631124 -1.479058
20 H 1.068480 -2.147394 -0.037722
21 H 2.462238 1.088597 -0.079239
22 H 2.751653 -0.626412 -0.483626
23 H 1.752438 0.357034 -1.684257
24 H -0.507236 0.621331 -1.367545

Cartesian forces, eV/Å:
C 2.87 -1.05 -1.93
C 4.36 0.30 -1.60
C -3.36 -0.97 2.58
C 0.06 -2.25 0.92
C -0.12 -1.67 1.52
C 2.16 1.43 0.00
C -3.29 0.57 2.61
N 1.32 -1.19 0.37
H -1.26 -0.46 0.07
H -2.60 0.59 1.06
H -0.90 1.30 1.33
H 1.87 -0.78 0.43
H -0.61 0.51 -1.94
H 1.99 1.53 -1.28
H 1.47 1.11 0.04
H -1.72 1.46 -0.33
H -0.27 0.53 1.15
H -0.54 0.33 -0.26
H 0.05 0.15 -1.01
H 0.88 -0.60 -0.68
H -1.25 -1.40 -1.27
H -1.13 0.44 -0.28
H 0.58 0.10 0.39
H -0.54 0.03 -1.89

Computed properties:
gap between HOMO and LUMO	9.5	eV
charge	+1
HOMO	-12.994	eV

A structure of composition C36H45BiN2O6SSe. Source: OMol25; level of theory: ωB97M-V/def2-TZVPD.

Geometry (Å):
1 Bi -0.727093 -2.498598 -1.621207
2 C 4.334726 0.711681 3.430705
3 C 2.946771 0.674551 4.072965
4 C 3.059977 -0.080665 5.406989
5 C 2.505194 2.122074 4.340023
6 C 1.922267 -0.020472 3.179427
7 C 2.209052 -0.497102 1.910032
8 C 1.239306 -1.154034 1.176871
9 Se 1.669340 -1.655367 -0.645534
10 C 1.550422 0.150480 -1.347898
11 C 2.677170 0.948215 -1.298599
12 C 2.637838 2.264948 -1.732001
13 C 1.425079 2.716933 -2.255020
14 C 0.277302 1.943470 -2.331675
15 C 0.299328 0.603395 -1.831402
16 O -0.758066 -0.144430 -1.818736
17 C -1.005572 2.490794 -2.964391
18 C -2.162050 2.466563 -1.950091
19 C -0.846067 3.934857 -3.450012
20 C -1.373673 1.621998 -4.179282
21 C 3.880658 3.144422 -1.604346
22 C 3.645363 4.566265 -2.119223
23 C 5.035460 2.531048 -2.410792
24 C 4.286623 3.234002 -0.124789
25 C -0.080782 -1.436357 1.644454
26 O -0.868954 -2.180746 0.975354
27 C -0.397622 -0.826270 2.911392
28 C 0.605705 -0.188138 3.619972
29 C -1.802499 -0.840349 3.542541
30 C -1.763575 -1.650305 4.848781
31 C -2.220369 0.608261 3.856078
32 C -2.900625 -1.433176 2.652376
33 H 5.048467 1.180318 4.113526
34 H 4.320485 1.292864 2.507049
35 H 4.686144 -0.297331 3.207031
36 H 3.819355 0.374989 6.051404
37 H 3.336520 -1.120460 5.222898
38 H 2.110075 -0.078336 5.943157
39 H 3.243727 2.652261 4.950982
40 H 1.546902 2.147985 4.861284
41 H 2.388124 2.654532 3.394358
42 H 3.185862 -0.369658 1.458367
43 H 3.590611 0.510537 -0.909993
44 H 1.372471 3.734085 -2.617258
45 H -1.921634 3.082925 -1.079226
46 H -2.347797 1.448959 -1.619136
47 H -3.075807 2.855845 -2.410437
48 H -0.623426 4.613946 -2.622555
49 H -1.784075 4.260400 -3.906165
50 H -0.060330 4.019511 -4.204850
51 H -1.558669 0.596360 -3.867400
52 H -0.560799 1.616817 -4.908924
53 H -2.280040 2.005485 -4.658693
54 H 3.349532 4.557187 -3.170158
55 H 4.565353 5.149482 -2.028395
56 H 2.864103 5.067933 -1.544600
57 H 4.764400 2.472718 -3.466595
58 H 5.258101 1.520091 -2.069202
59 H 5.941531 3.137956 -2.312317
60 H 3.464837 3.640986 0.467764
61 H 5.162562 3.878750 0.003322
62 H 4.525834 2.246145 0.270387
63 H 0.347370 0.222894 4.591442
64 H -1.054505 -1.224733 5.562681
65 H -1.457772 -2.677007 4.639121
66 H -2.752008 -1.670665 5.319343
67 H -1.563132 1.076231 4.591477
68 H -3.240183 0.632899 4.252344
69 H -2.189961 1.205473 2.943110
70 H -2.710770 -2.478956 2.429647
71 H -2.966084 -0.903910 1.702674
72 H -3.864348 -1.346815 3.167497
73 O 0.646731 -6.654763 -1.690108
74 C 0.069877 -5.585451 -1.806265
75 O 0.538700 -4.440021 -1.437863
76 C -1.348012 -5.556368 -2.450995
77 O -2.070311 -6.546531 -2.438034
78 O -1.682491 -4.414237 -2.959762
79 S -3.924033 -1.504245 -2.092129
80 C -4.965783 -2.819636 -2.183641
81 N -4.557963 -4.042369 -2.628912
82 C -5.363317 -5.112517 -2.714332
83 C -6.692131 -5.033218 -2.411430
84 C -7.181911 -3.796082 -1.946375
85 C -6.341155 -2.729626 -1.812939
86 H -3.512954 -4.213859 -2.829938
87 H -4.869518 -6.026398 -3.020239
88 H -7.331275 -5.899747 -2.494050
89 H -8.231046 -3.704326 -1.688722
90 H -6.675459 -1.781910 -1.416961
91 N 0.924832 -1.851738 -4.552518
92 C 0.385561 -2.103598 -3.562707

Cartesian forces, eV/Å:
Bi -1.11 -0.65 0.32
C -0.10 -0.01 0.02
C -0.02 0.02 0.04
C 0.03 0.04 -0.05
C 0.04 -0.05 0.00
C 0.04 0.05 0.06
C -0.03 -0.10 -0.08
C -0.15 -0.18 -0.25
Se 0.84 0.89 0.54
C -0.03 -0.35 0.01
C -0.05 -0.12 -0.04
C 0.04 0.07 0.01
C 0.05 0.05 0.09
C -0.12 -0.07 -0.01
C 0.12 0.14 0.00
O 0.03 -0.06 0.11
C -0.10 -0.04 -0.02
C 0.07 -0.03 -0.05
C 0.00 -0.07 0.01
C -0.03 -0.03 0.08
C 0.05 0.00 0.00
C -0.04 -0.10 0.00
C -0.06 0.05 0.03
C 0.00 0.01 -0.07
C 0.31 0.00 0.07
O -0.14 0.03 -0.21
C -0.11 -0.05 -0.05
C 0.06 0.02 -0.06
C -0.04 0.00 0.05
C 0.01 0.02 -0.04
C 0.02 -0.04 0.01
C 0.06 0.00 -0.02
H 0.00 0.01 0.01
H 0.04 -0.03 -0.03
H 0.04 0.02 -0.04
H -0.01 0.02 0.01
H 0.01 -0.01 0.02
H 0.00 -0.01 0.01
H -0.01 -0.01 0.02
H -0.01 0.02 -0.01
H 0.00 0.02 0.01
H 0.02 0.03 0.08
H 0.03 0.07 0.00
H 0.01 -0.03 0.00
H 0.00 0.01 0.00
H -0.03 -0.02 0.07
H 0.01 0.02 -0.01
H 0.04 0.02 -0.03
H -0.02 -0.01 0.00
H 0.01 0.05 0.02
H 0.03 -0.02 -0.04
H -0.01 0.01 -0.01
H 0.01 0.03 -0.01
H 0.00 0.04 0.00
H 0.01 0.00 0.01
H -0.01 0.02 -0.02
H 0.02 -0.01 -0.01
H 0.02 -0.01 0.00
H 0.01 -0.01 0.00
H 0.00 -0.01 0.02
H 0.01 -0.02 -0.01
H 0.01 0.01 0.03
H 0.00 -0.01 0.01
H 0.00 -0.01 0.00
H -0.01 -0.01 0.02
H -0.01 0.00 -0.01
H 0.00 0.02 -0.02
H 0.00 -0.02 0.01
H -0.02 0.03 0.01
H -0.02 -0.01 -0.05
H -0.02 -0.05 -0.04
H 0.03 0.04 0.05
O -0.01 0.09 0.01
C 0.20 -0.27 -0.01
O -0.13 0.30 0.08
C -0.44 0.39 -0.27
O -0.03 -0.12 0.04
O -0.40 -0.01 0.32
S -0.05 -0.08 -0.06
C 0.19 0.41 0.02
N 1.29 -0.30 -0.02
C -0.22 -0.38 -0.05
C 0.13 -0.09 -0.05
C 0.10 0.13 0.00
C -0.22 -0.19 -0.02
H -0.71 0.39 0.14
H 0.04 0.04 -0.01
H 0.06 -0.02 -0.02
H 0.03 0.06 0.06
H -0.01 0.01 -0.07
N 0.02 0.02 -0.03
C 0.36 0.01 -0.63

Computed properties:
gap between HOMO and LUMO	6.3	eV
charge	-2
HOMO	-2.301	eV

What did we get for calculated total energy? Answer: -11440.6695 -6317.5921 -8996.7031 -135353.6624 eV, in the order shown.
What did we get for largest force on an atom? Answer: 4.53 1.11 4.65 1.34 eV Å⁻¹, in the order shown.
What did we get for ΔE to the lowest compared entry with this formula, charge and spin? Answer: 4.0012 1.6081 5.6019 0.3084 eV, in the order shown.